1.
# C5H10O

A molecular structure, C5H10O (wB97M-V/def2-TZVPD, the Open Molecules 2025 dataset).

The geometry in XYZ format:
```
16
Properties=species:S:1:pos:R:3:lowdin_charge:R:1
C 0.5594 -1.2800 -1.2201 -0.201
H -2.1329 -0.6571 1.0115 0.044
H -0.7736 2.2768 1.1190 0.118
C -0.2200 1.3625 0.9350 -0.212
C -0.3626 -0.9999 -0.0380 -0.098
H 1.3741 -1.9921 -1.0814 0.101
O 0.6498 1.1006 1.9192 0.023
H 1.8331 0.3480 -0.5027 0.112
C 0.9204 0.1772 -1.0777 -0.141
H -2.3629 -0.0624 1.4380 0.076
H -1.2023 0.9222 -0.8302 0.140
H 0.0227 -1.5118 -2.1460 0.104
H 0.9252 0.8031 -1.9762 0.110
H 1.0948 0.2606 1.7182 0.096
C -0.3884 0.5606 -0.1986 -0.352
H 0.0634 -1.3083 0.9299 0.081
```

Output
LUMO energy (spin up / spin down): 0.742 / 0.156 eV
highest occupied orbital energy (spin up / spin down): -0.2813 / -0.2494 Ha
energy: -7389.111 eV


2.
# C6H14O3Yb

A molecular structure, C6H14O3Yb (wB97M-V/def2-TZVPD, the Open Molecules 2025 dataset).

The geometry in XYZ format:
```
24
Properties=species:S:1:pos:R:3:lowdin_charge:R:1
H -0.1842 -4.0946 0.2077 0.116
O -1.1378 -2.2958 0.5043 -0.081
H 3.6233 0.7850 -2.0797 0.105
H 0.9973 2.9105 -1.7385 0.156
H 1.4588 2.1211 1.1852 0.155
H -2.3289 -1.0286 2.5833 0.243
H 1.8449 3.9546 -0.4420 0.174
C 1.6154 2.9511 -0.8230 -0.146
O 2.8329 2.2804 -1.0357 -0.036
H -2.8829 0.1794 1.3723 0.154
C -2.1430 -1.7525 1.1191 -0.066
H -0.9215 -0.2092 1.9281 0.124
C 0.8723 2.1989 0.2634 -0.155
H 2.3137 1.4276 -2.8788 0.120
H -1.8155 -4.2340 0.8593 0.133
C 2.6023 1.1327 -1.8522 -0.137
H -0.6144 0.7518 0.0721 0.214
H -0.0695 2.6881 0.5367 0.150
H -3.1414 -2.1194 0.8443 0.200
Yb 1.3811 -0.8463 -1.0423 1.658
C -1.9527 -0.3732 1.5824 0.065
H -1.5741 -3.7368 -0.8921 0.128
O 0.4218 1.0015 -0.4087 -0.319
C -1.1980 -3.6923 0.1347 0.043
```

Output
charge: +3
spin multiplicity: 2
LUMO energy (spin up / spin down): -12.537 / -13.038 eV
highest occupied orbital energy (spin up / spin down): -0.7519 / -0.7763 Ha
energy: -44084.507 eV
<S²>: 0.75


3.
# C19H9B3Cl64O5

A molecular structure, C19H9B3Cl64O5 (wB97M-V/def2-TZVPD, the Open Molecules 2025 dataset).

The geometry in XYZ format:
```
100
Properties=species:S:1:pos:R:3:lowdin_charge:R:1
Cl -6.2224 3.7207 7.2255 0.494
Cl -2.6514 -8.6457 -9.5558 0.523
Cl 2.7580 -2.6588 1.9160 0.624
H 1.5026 -1.6999 -4.4428 0.149
Cl -0.0256 0.4275 0.0039 0.623
C -6.7029 2.0280 7.4019 -2.038
C -6.8365 3.9615 1.8203 -2.049
Cl 0.9102 0.4158 -8.6421 0.528
Cl -3.6297 -2.9659 -3.2685 0.543
Cl -8.0039 1.9166 8.5911 0.534
Cl 0.0799 -7.6566 0.5065 0.577
C 1.6157 6.6521 -0.4927 -2.013
C -3.9035 -3.2722 -1.5558 -2.014
C 2.3183 1.3971 -9.0567 -2.024
C -0.3538 2.7517 11.2778 -2.059
O 0.3040 -4.2396 -2.4131 0.268
C 0.3383 0.0531 -4.1816 -0.387
O 1.4246 -4.1859 -0.3067 0.202
Cl 3.6286 4.6252 2.9168 0.480
Cl 1.3120 7.1229 1.1844 0.529
Cl 0.0533 4.2570 10.4493 0.523
C -2.4282 3.1336 5.7599 -2.019
Cl -1.8947 1.5555 5.1695 0.505
Cl -7.2625 1.4048 5.8465 0.513
H 0.4712 0.4664 -2.2430 -0.006
Cl 0.0771 6.4037 -1.3215 0.515
Cl 1.0776 3.0516 0.4763 0.491
Cl -4.2560 -1.7498 -0.7309 0.537
B 0.4766 -4.7393 -1.1409 -0.472
C -1.1879 -8.8852 0.5018 -2.044
Cl 3.4084 5.2907 -4.0891 0.522
Cl -3.9246 -6.3967 -10.8301 0.494
Cl -1.9968 -3.6944 -5.9158 0.545
Cl 2.0671 -2.9882 10.0846 0.531
C 3.6581 -1.5197 2.9247 -2.006
C 1.0209 0.7653 -5.3494 -0.097
Cl 2.4185 -4.1530 7.4685 0.526
Cl -5.2624 -4.3844 -1.3636 0.538
Cl 6.5203 2.2809 7.1316 0.532
Cl -5.3233 1.0618 7.9374 0.508
Cl 1.9820 4.6731 -6.5163 0.504
Cl -1.1729 4.3355 5.4427 0.537
H -0.7138 0.3047 -4.1179 0.153
Cl 4.8656 2.3665 4.7704 0.477
Cl -2.4195 -4.6394 -8.6186 0.505
Cl 1.0546 1.6874 11.2946 0.523
Cl 6.3422 5.3884 3.5832 0.530
Cl -0.5246 -10.4196 -0.0687 0.526
Cl 1.7794 2.8845 -9.8433 0.529
Cl 2.5201 7.9311 -1.3088 0.531
Cl 5.1658 6.2548 1.0984 0.515
C -3.0497 -7.9066 -11.1087 -2.059
Cl -1.8213 -9.0881 2.1379 0.525
H 0.0271 -1.6344 -5.3940 0.083
Cl -7.4811 5.4236 1.0684 0.530
Cl 2.7333 -0.0196 3.0550 0.517
B 0.3405 -2.8507 -2.4812 -0.829
Cl -5.0891 3.8931 1.5674 0.505
C 1.8515 5.4044 -4.9120 -2.037
Cl 1.3901 7.1033 -5.0701 0.525
Cl -1.6799 1.9568 10.4234 0.496
Cl -1.5634 -7.5658 -11.9982 0.525
H -0.1404 -5.6531 -0.7310 0.024
Cl -4.0619 -9.0073 -12.0469 0.527
C -0.3660 2.0445 0.6337 -1.995
Cl 4.5977 -2.7469 8.7244 0.526
H 1.6241 0.0566 -5.9021 0.036
Cl -2.4900 -8.3675 -0.5747 0.527
Cl 4.6859 0.1203 6.5499 0.448
Cl 3.8939 -2.2135 4.5307 0.501
Cl -2.7310 3.0468 7.4961 0.477
Cl 3.1813 1.7986 -7.5713 0.543
Cl -2.4551 -4.0047 -0.8504 0.634
Cl -1.6901 2.7667 -0.2897 0.533
H 0.3084 1.2694 -5.9857 0.059
Cl 0.6221 4.5461 -3.9777 0.509
C 4.8481 5.9043 2.8006 -2.031
Cl 4.2431 7.3598 3.5969 0.527
O 1.0562 0.3719 -3.0036 -0.044
H 1.6810 1.5151 -4.9351 0.059
C 2.8462 -2.7943 8.5121 -2.048
O 0.9977 -2.1913 -1.4728 0.263
B 1.9223 -3.0468 -0.9045 -0.449
Cl -0.8479 3.1045 12.9359 0.527
Cl 2.2950 -1.2875 7.7647 0.487
Cl -7.1883 3.9861 3.5536 0.492
Cl 5.2244 -1.1908 2.1811 0.538
Cl -7.5918 2.5412 1.0914 0.528
C 0.4474 -1.4419 -4.4112 -0.129
Cl 0.1892 -4.8379 -7.4033 0.542
C -1.2774 -3.8628 -7.5181 -2.027
Cl 3.3809 0.5006 -10.1449 0.541
H 3.0710 -2.7795 -0.9951 0.120
O -0.3204 -2.2285 -3.4875 0.096
Cl -3.9070 3.5865 4.9095 0.487
Cl -0.8264 1.9199 2.3325 0.500
Cl 2.5574 5.1607 -0.5118 0.425
C 5.7853 1.3135 5.8452 -2.021
Cl 7.0562 0.4896 4.9359 0.526
Cl -0.8697 -2.2522 -8.1262 0.507
```

Output
LUMO energy: -0.042 eV
highest occupied orbital energy: -0.3632 Ha
energy: -833552.810 eV


4.
# C44H36ClN2NiO5P2

A molecular structure, C44H36ClN2NiO5P2 (wB97M-V/def2-TZVPD, the Open Molecules 2025 dataset).

The geometry in XYZ format:
```
91
Properties=species:S:1:pos:R:3:lowdin_charge:R:1
C 0.3587 1.5916 4.9345 -0.072
C -2.6339 -1.2246 0.7681 -0.585
C -1.6722 1.6248 1.7490 -0.097
C 2.9155 -3.4313 1.4923 -0.046
C 1.6250 0.5417 3.1787 -0.119
H -5.5374 -4.1602 -4.7029 0.114
H -2.4295 1.1160 -1.8672 0.112
H -3.6512 -2.3538 2.5895 0.067
C -1.2484 2.0994 0.5133 -0.357
N -0.3296 -1.9984 0.5711 0.084
H -6.2744 -4.3651 -2.3552 0.116
C -1.8565 3.2189 -0.0551 -0.084
C 1.5255 2.4022 -0.2169 -0.478
O -2.1873 -4.7895 3.6889 0.081
C 0.5502 2.8319 4.3280 -0.069
H -2.4692 -2.9290 -1.0438 0.089
C 4.4627 3.5548 2.4147 -0.105
C -0.2862 1.1860 -2.1151 -0.382
C 2.3017 -2.4214 -0.5895 -0.032
C 1.2724 2.9254 3.1485 -0.093
H -0.7863 -3.7134 -5.1037 0.108
C -1.4947 -2.1489 1.1939 -0.108
C 3.7549 3.3699 1.2250 -0.409
H -3.0552 1.8675 3.3642 0.120
O -2.3949 -0.5589 -0.2765 -0.057
H -2.8869 0.9174 -4.2885 0.123
C 1.9267 -2.9388 0.6460 -0.158
H 0.1881 -2.2426 -4.8356 0.089
H 2.6690 -3.8190 2.4623 0.060
H -0.2041 1.5222 5.8590 0.111
C -3.3427 3.3467 1.8319 -0.050
C 3.6331 -2.3883 -0.9665 -0.067
C -0.1222 -3.6659 1.9962 -0.553
H 5.9234 6.5428 1.7542 0.109
H 1.4357 3.8990 2.6947 0.116
H -1.0125 0.8708 -5.9002 0.119
C -2.4367 -3.7877 3.0721 -0.507
C 5.3227 5.6528 1.6044 -0.079
C 5.2362 4.6909 2.6046 -0.070
H 5.0001 -3.7864 1.7786 0.116
H 1.1015 3.3742 0.0345 0.070
C -2.7190 2.2491 2.4067 -0.047
H 4.7174 6.2077 -0.3757 0.107
C -2.9077 3.8363 0.6055 -0.058
C 0.5125 0.9811 -4.3874 -0.053
H 1.5765 -2.0765 -1.2862 0.067
N 0.5280 -2.9275 1.0573 -0.008
H -4.7339 -3.7557 -0.5050 0.120
C -1.4192 -3.2040 2.1231 -0.036
H 3.3525 4.1966 -0.7269 0.090
H 2.0660 -0.3485 2.7368 0.087
C 3.8683 4.3265 0.2194 -0.103
C -1.3929 -2.5194 -3.4390 -0.316
C 4.2478 -3.3997 1.1020 -0.058
C 0.8933 0.4470 4.3613 -0.079
O -3.6594 -1.1768 1.4559 0.061
P 2.8062 1.8189 1.0171 1.028
C -3.1560 -3.1806 -1.8328 0.005
C -1.8633 0.9767 -3.9367 -0.042
C -4.8673 -3.8804 -3.8985 -0.056
H 5.6598 -2.8514 -0.4175 0.113
H -1.1891 0.7615 2.1943 0.103
P 0.1067 1.2596 -0.3312 1.078
H -4.1712 3.8261 2.3394 0.114
Cl 0.5505 -4.9919 2.7979 0.883
C 4.6440 5.4664 0.4117 -0.078
C -0.8102 0.9384 -4.8364 -0.049
C 1.8167 1.7784 2.5618 -0.425
Ni -0.4608 -0.7831 -1.0278 0.383
C 4.6173 -2.8769 -0.1228 -0.068
C -5.2798 -3.9972 -2.5753 -0.042
C 0.7755 1.0884 -3.0387 -0.076
H 0.7552 -0.5169 4.8401 0.109
H 2.0140 2.4507 -1.1861 0.028
H 4.4003 2.8094 3.2008 0.109
H 5.7748 4.8266 3.5353 0.109
H 0.1329 3.7273 4.7773 0.112
H -1.5151 3.6086 -1.0078 0.114
H 3.9008 -1.9853 -1.9350 0.110
H -1.4440 -2.1344 -5.5371 0.094
H -3.3965 4.6950 0.1575 0.112
O -0.6988 -1.9714 -2.5778 0.005
H -3.2944 -3.3214 -5.2301 0.114
C -2.7383 -3.0386 -3.1585 -0.147
C -4.4203 -3.6561 -1.5383 -0.031
H 1.3315 0.9287 -5.0942 0.118
H 1.8034 1.0956 -2.6932 0.109
C -0.8141 -2.6610 -4.8136 0.011
C -3.6005 -3.4107 -4.1921 -0.018
C -1.6108 1.0914 -2.5753 -0.070
O -3.5806 -3.1502 3.1942 0.137
```

Output
charge: +1
LUMO energy (spin up / spin down): -4.411 / -4.561 eV
highest occupied orbital energy (spin up / spin down): -0.3994 / -0.3994 Ha
energy: -131568.283 eV